[1]
The following is a DFT calculation (ωB97M-V with the def2-TZVPD basis set) of a molecular structure, C28H27F3N7NiO5P.

XYZ file:
```
72
Properties=species:S:1:pos:R:3:forces:R:3
Ni 1.696898 -0.837687 0.770485 0.0 0.2 0.0
N 4.447038 1.153339 3.765047 0.1 0.0 0.0
C 3.726707 0.384635 2.876843 -0.2 -0.2 -0.1
O 2.619791 -0.012608 3.177668 0.0 0.0 0.0
C 4.453330 0.076505 1.576952 0.1 0.0 0.0
C 3.669926 -0.637218 0.462636 -0.2 0.2 0.3
H 3.961955 1.492442 4.576878 0.0 0.0 0.0
H 5.271660 1.634099 3.456611 0.0 0.0 0.0
H 5.328136 -0.507038 1.896013 0.0 0.0 0.0
H 4.871006 1.034512 1.232544 0.0 0.0 0.0
H 4.099052 -1.627878 0.320639 0.0 -0.1 0.1
H 3.838737 -0.109493 -0.479156 0.0 -0.1 0.0
O -1.835072 -0.862540 -4.502052 0.2 0.1 0.0
C -1.767734 -1.748679 -3.494604 0.0 0.0 0.1
C -2.745443 -2.743600 -3.404347 0.0 0.0 0.0
C -2.700284 -3.672079 -2.377996 0.0 -0.1 -0.1
C -1.688718 -3.627478 -1.424861 0.1 -0.1 -0.1
C -0.724275 -2.634706 -1.510066 0.1 -0.1 -0.1
C -0.742970 -1.690344 -2.529083 0.0 0.0 -0.1
C 0.288350 -0.582822 -2.562369 -0.1 0.4 0.2
O 0.190054 0.256306 -3.519441 -0.1 -0.2 -0.1
O 1.102956 -0.482553 -1.626345 0.0 -0.2 -0.4
H -1.021725 -0.263453 -4.334917 -0.1 0.0 0.1
H -3.526920 -2.764601 -4.155244 0.0 0.0 0.0
H -3.465707 -4.439228 -2.320788 0.0 0.0 0.0
H -1.656271 -4.345975 -0.615483 0.0 0.0 0.0
H 0.054347 -2.561891 -0.763418 0.0 0.0 -0.1
C -0.050789 4.216182 0.556726 0.0 0.0 0.0
N -0.275929 3.444092 -0.654617 0.0 0.0 0.0
C 0.734969 3.806451 -1.644108 0.0 0.0 0.0
N 2.112616 3.667119 -1.166223 0.0 0.0 0.0
C 2.253886 4.432475 0.065433 0.0 0.0 0.0
N 1.296478 4.093725 1.119226 0.0 -0.1 0.0
C 1.529903 2.721471 1.606226 0.0 0.0 0.1
P 1.373491 1.420323 0.292881 0.0 -0.5 0.1
C -0.246432 1.996784 -0.388539 0.0 0.0 0.0
C 2.451230 2.248959 -0.957852 0.0 0.0 0.0
H -0.775019 3.905478 1.313457 0.0 0.0 0.0
H -0.217553 5.273584 0.324435 0.0 0.0 0.0
H 0.581771 4.856486 -1.916540 0.0 0.0 0.0
H 0.601635 3.180963 -2.528163 0.0 0.0 0.0
H 2.116419 5.491393 -0.177954 0.0 0.0 0.0
H 3.266513 4.293193 0.454623 0.0 0.0 0.0
H 0.822290 2.491414 2.407855 0.0 0.0 0.0
H 2.531249 2.673625 2.047051 0.0 0.0 0.0
H -1.040928 1.725090 0.307803 0.0 0.0 0.0
H -0.419590 1.461221 -1.319404 0.0 0.0 0.0
H 2.334488 1.694421 -1.889980 0.0 0.0 0.0
H 3.498338 2.172162 -0.650617 0.0 0.0 0.0
F -7.727233 -1.919409 1.244553 0.0 0.0 0.0
C -7.177128 -0.678519 1.209281 0.0 0.0 0.0
F -7.696791 -0.008109 2.262280 0.0 0.0 0.0
F -7.687783 -0.093599 0.097995 0.0 0.0 0.0
C -5.689164 -0.709084 1.214005 0.0 0.0 0.0
C -4.960350 -0.125456 2.240779 0.0 0.0 0.0
C -3.576885 -0.176431 2.222851 0.0 0.0 0.0
C -2.888666 -0.814353 1.181914 -0.1 -0.1 -0.2
C -3.645831 -1.395106 0.146285 0.0 0.1 0.0
C -5.023662 -1.341741 0.164385 0.0 0.0 0.0
C -1.470213 -0.868795 1.143028 0.2 0.0 0.3
C -0.250116 -0.941982 1.120718 0.2 0.2 -0.1
H -5.472267 0.370407 3.054968 0.0 0.0 0.0
H -3.002880 0.276269 3.020723 0.0 0.0 0.0
H -3.121877 -1.880902 -0.669124 -0.1 0.1 0.1
H -5.589128 -1.790913 -0.643603 0.0 0.0 0.0
O 1.899155 -2.866086 1.304654 -0.2 0.3 0.0
N 2.616693 -3.888805 1.201730 0.1 0.0 0.0
C 3.222753 -4.175695 0.054687 0.1 -0.1 0.0
C 3.163135 -3.459846 -1.182202 0.0 0.1 0.0
N 3.194729 -2.962168 -2.220385 0.0 0.0 0.0
C 4.008986 -5.368860 0.070818 0.0 0.0 0.0
N 4.650673 -6.327397 0.065769 0.0 0.0 0.0
```
Positions in Å, forces in eV/Å.

Values from the calculation:
2S+1 = 1
Orbital gap (spin up / spin down) = 0.253 / 0.248 Eh
Electronic energy = -108626.0769 eV
Net charge = -2



[2]
The following is a DFT calculation (ωB97M-V with the def2-TZVPD basis set) of a molecular structure, C5H6O in a non-equilibrium geometry.

XYZ file:
```
12
Properties=species:S:1:pos:R:3:forces:R:3
C 1.371988 -0.939677 0.122750 -0.6 -0.2 -0.2
C 0.251934 1.394892 0.062026 0.7 -1.0 -1.1
C 1.022142 0.380755 -0.489002 1.6 1.3 0.2
O -3.115650 -0.347088 0.201239 -0.3 -0.7 0.0
C -1.951055 0.014199 -0.325186 1.6 1.3 0.6
C -0.889963 0.641638 -0.017945 -3.1 -1.0 1.0
H -3.076581 -0.401790 1.172048 0.1 0.4 -0.3
H 0.322252 2.449951 -0.175094 0.0 -0.1 -0.1
H 1.620899 0.638417 -1.366848 0.2 -0.1 0.1
H 0.952559 -1.047630 1.124135 -0.1 0.0 -0.2
H 1.028404 -1.764159 -0.506591 0.1 -0.1 0.1
H 2.463070 -1.019507 0.198468 -0.1 0.1 -0.1
```
Positions in Å, forces in eV/Å.

Values from the calculation:
2S+1 = 1
Orbital gap = 0.299 Eh
Electronic energy = -7324.4347 eV
Energy relative to the best compared isomer or geometry (same formula, charge and spin) = 111.84 kcal per mole



[3]
The following is a DFT calculation (ωB97M-V with the def2-TZVPD basis set) of a molecular structure, C28H25AuBrN4O5 in a non-equilibrium geometry.

XYZ file:
```
64
Properties=species:S:1:pos:R:3:forces:R:3
Au 2.059380 1.186307 -1.678692 0.2 0.0 0.6
C -0.816494 -3.448244 4.852129 -0.3 0.0 0.1
O -0.669407 -3.109659 3.501797 -0.4 0.3 -0.6
C -1.813431 -2.842220 2.790261 0.4 0.2 -1.0
C -3.091148 -3.101793 3.239242 0.3 -0.2 1.0
C -4.202020 -2.867706 2.454195 -0.6 0.2 -0.5
C -4.012187 -2.350623 1.183563 0.0 0.4 0.2
C -2.737241 -2.036340 0.713294 0.7 -0.3 -0.6
C -1.598597 -2.311211 1.486782 0.0 -0.2 0.2
N -0.234728 -2.136836 1.084202 -0.5 0.1 0.4
C 0.150156 -1.053719 0.231560 0.1 -0.3 -0.2
N -0.099920 -1.323472 -1.094312 0.3 0.7 0.9
C -0.464141 -0.381158 -2.084409 0.1 0.3 -1.0
C 0.229731 0.806534 -2.386684 -0.2 0.1 -0.1
C -0.346778 1.664749 -3.362133 0.5 -0.6 -0.3
C -1.426699 1.273542 -4.121423 -0.8 -0.1 -0.5
C -2.008341 0.012370 -3.925418 -0.9 0.7 -1.0
C -1.516788 -0.780850 -2.926234 -0.6 -1.3 0.6
O -2.020908 -2.080308 -2.691251 0.1 0.9 0.0
C -3.364439 -2.350167 -3.094659 1.7 1.0 -1.0
N 0.770458 -0.018552 0.639297 -0.1 -0.2 0.5
C 0.921779 0.128456 2.037345 -0.1 0.1 -0.5
C 2.189334 0.085548 2.592672 0.5 -0.2 0.5
C 2.374454 0.133423 3.969686 0.0 0.0 0.1
C 1.262185 0.235299 4.789258 -0.1 0.3 0.6
C -0.009056 0.414345 4.262414 -0.3 -0.2 -0.5
C -0.176777 0.366036 2.865662 -0.3 0.1 1.0
O -1.427745 0.530671 2.322227 0.4 0.2 0.0
C -1.466517 1.670662 1.445096 -1.2 -0.6 0.4
H 0.189436 -3.546543 5.207058 0.5 0.2 0.5
H -1.265776 -4.441414 4.962151 -0.3 0.2 0.1
H -1.374880 -2.661029 5.398048 0.3 -0.5 -0.1
H -3.198744 -3.467248 4.254977 -0.1 -0.1 -0.1
H -5.225049 -3.061379 2.808574 0.6 0.0 0.0
H -4.880567 -2.101880 0.588500 0.0 -0.1 -0.2
H -2.621329 -1.653141 -0.317886 0.0 -0.1 0.8
H 0.370744 -2.196132 1.906828 -0.3 0.1 -0.4
H -0.407656 -2.261816 -1.209679 -0.4 -0.4 -0.4
H 0.187564 2.557476 -3.681293 -0.1 0.0 0.4
H -1.844486 1.909793 -4.923165 0.4 -0.3 0.5
H -2.870632 -0.281579 -4.572128 0.9 0.1 0.7
H -3.444955 -2.240172 -4.187957 -0.1 -0.6 0.3
H -4.035662 -1.648474 -2.668160 -0.8 0.8 0.6
H -3.536934 -3.316277 -2.711050 -0.5 -1.2 0.0
H 3.039058 -0.040685 1.949591 0.2 0.1 -0.4
H 3.366494 0.109892 4.431617 -0.3 -0.1 -0.4
H 1.386784 0.249095 5.870786 0.0 0.0 -0.2
H -0.864053 0.565548 4.941837 0.4 -0.1 -0.6
H -2.465912 1.650869 1.021420 0.0 0.0 -0.3
H -0.723889 1.627174 0.678180 0.5 0.0 -0.5
H -1.386544 2.562597 2.028245 0.3 0.7 0.4
Br 2.021558 6.120065 -3.871978 0.2 -0.6 0.3
C 3.274914 4.657323 -3.736801 -0.5 0.2 -0.4
C 4.056247 4.427733 -4.855934 0.1 0.2 0.3
N 5.029535 3.543032 -4.875786 0.7 -0.5 0.2
C 5.289907 2.880849 -3.738499 -0.5 0.0 -0.5
C 4.474623 2.968002 -2.626340 0.4 0.1 0.4
C 3.394276 3.843902 -2.632388 0.6 0.4 -0.7
C 4.877016 2.166860 -1.409155 -0.1 -0.8 0.8
O 6.044217 2.122149 -1.048767 0.5 0.6 -0.6
O 3.960055 1.523938 -0.790807 -1.1 0.0 -0.4
H 3.898935 5.008926 -5.740880 -0.1 0.2 -0.5
H 6.119181 2.180359 -3.716763 0.0 0.2 -0.1
H 2.712411 3.927104 -1.827863 -0.4 0.0 0.8
```
Positions in Å, forces in eV/Å.

Values from the calculation:
2S+1 = 1
Orbital gap = 0.269 Eh
Electronic energy = -119375.3923 eV
Net charge = -1



> The lowest electronic energy belongs to which entry?

C28H25AuBrN4O5



> What is the formula in the second record?

C5H6O